1.
Formula: C32H88N8O8
Source: the Open Molecules 2025 dataset
Level of theory: wB97M-V/def2-TZVPD

XYZ file:
```
136
Properties=species:S:1:pos:R:3:mulliken_charge:R:1
C 6.588 3.024 -8.122 -0.718
O 5.405 3.772 -7.723 -0.339
C 4.268 3.011 -8.033 -0.718
C 3.021 3.832 -7.658 0.485
C 1.751 2.934 -7.617 -1.385
N 2.788 4.991 -8.523 -0.807
H 7.618 3.326 -7.930 0.312
H 6.617 2.886 -9.203 0.307
H 6.526 2.064 -7.608 0.247
H 4.271 2.801 -9.102 0.382
H 4.237 2.028 -7.563 0.354
H 3.203 4.214 -6.654 0.287
H 0.839 3.519 -7.497 0.360
H 1.689 2.119 -6.895 0.355
H 1.624 2.498 -8.608 0.318
H 3.562 5.640 -8.546 0.283
H 2.204 5.499 -7.874 0.270
C -6.543 -0.358 -3.078 -0.784
O -6.750 -1.616 -2.484 -0.285
C -8.045 -1.599 -1.805 -0.772
C -8.338 -3.059 -1.319 0.399
C -9.534 -3.176 -0.449 -1.449
N -7.200 -3.660 -0.607 -0.726
H -6.623 0.402 -2.300 0.333
H -7.306 -0.092 -3.810 0.305
H -5.562 -0.310 -3.552 0.239
H -7.969 -0.879 -0.990 0.423
H -8.771 -1.354 -2.580 0.397
H -8.363 -3.717 -2.187 0.337
H -10.385 -2.593 -0.801 0.352
H -9.180 -2.681 0.455 0.381
H -9.961 -4.179 -0.436 0.362
H -7.224 -4.657 -0.447 0.243
H -6.454 -3.570 -1.282 0.250
C -1.364 -6.332 4.441 -0.717
O -0.934 -6.502 5.784 -0.392
C -1.626 -5.696 6.786 -0.847
C -1.338 -4.164 6.661 0.636
C 0.101 -3.859 6.959 -1.344
N -2.184 -3.514 7.635 -0.749
H -1.226 -7.351 4.079 0.289
H -0.913 -5.557 3.822 0.221
H -2.435 -6.130 4.457 0.347
H -2.675 -5.985 6.714 0.446
H -1.351 -6.085 7.767 0.349
H -1.537 -3.802 5.653 0.253
H 0.455 -4.312 7.884 0.303
H 0.146 -2.791 7.172 0.410
H 0.656 -3.935 6.024 0.296
H -3.161 -3.703 7.461 0.249
H -2.034 -3.795 8.593 0.247
C 6.626 -0.747 0.951 -0.768
O 5.457 0.049 0.619 -0.315
C 5.685 1.196 -0.104 -0.779
C 4.391 1.725 -0.773 0.466
C 3.617 0.726 -1.715 -1.226
N 4.830 2.851 -1.625 -0.686
H 7.358 -0.039 1.339 0.340
H 7.085 -1.385 0.196 0.271
H 6.323 -1.336 1.818 0.262
H 5.918 2.024 0.566 0.333
H 6.425 0.924 -0.857 0.375
H 3.795 2.091 0.063 0.238
H 3.562 -0.167 -1.093 0.319
H 4.171 0.605 -2.646 0.288
H 2.636 1.132 -1.962 0.344
H 5.177 2.544 -2.522 0.274
H 5.686 3.195 -1.214 0.264
C 3.440 4.523 4.151 -0.664
O 2.090 4.653 4.350 -0.384
C 1.305 3.514 4.564 -0.541
C 1.364 3.058 6.078 0.704
C 0.583 1.799 6.364 -1.329
N 0.897 4.095 7.072 -0.808
H 3.667 4.400 3.092 0.244
H 3.900 3.729 4.740 0.289
H 4.040 5.413 4.340 0.272
H 0.386 3.925 4.145 0.263
H 1.538 2.682 3.900 0.308
H 2.431 2.935 6.264 0.158
H 0.965 1.038 5.683 0.351
H -0.469 2.002 6.163 0.288
H 0.622 1.562 7.427 0.346
H 1.293 3.882 7.977 0.247
H 1.368 4.981 6.955 0.257
C -6.666 6.940 4.993 -0.812
O -5.735 6.222 4.235 -0.301
C -5.746 4.774 4.475 -0.762
C -4.853 3.995 3.443 0.723
C -4.839 4.709 2.042 -1.422
N -5.327 2.637 3.260 -0.792
H -6.594 8.023 4.896 0.280
H -6.700 6.775 6.070 0.304
H -7.671 6.811 4.591 0.323
H -5.172 4.642 5.392 0.329
H -6.728 4.304 4.540 0.402
H -3.826 3.905 3.798 0.148
H -5.800 4.768 1.531 0.311
H -4.117 4.145 1.451 0.416
H -4.447 5.721 2.145 0.344
H -4.718 2.125 2.637 0.240
H -5.191 2.309 4.206 0.269
C -1.852 -1.590 -2.345 -0.797
O -1.053 -2.461 -1.529 -0.299
C -1.813 -3.239 -0.525 -0.683
C -2.474 -2.378 0.604 0.760
C -1.377 -1.601 1.372 -1.343
N -3.346 -3.198 1.491 -0.654
H -2.462 -0.904 -1.758 0.291
H -2.417 -2.005 -3.180 0.322
H -1.165 -1.054 -3.000 0.325
H -2.530 -3.875 -1.045 0.319
H -1.099 -3.926 -0.071 0.266
H -3.047 -1.604 0.094 -0.022
H -1.005 -0.788 0.748 0.327
H -0.482 -2.163 1.641 0.307
H -1.725 -1.075 2.261 0.421
H -4.238 -3.451 1.089 0.203
H -3.598 -2.707 2.337 0.253
C 7.509 -4.258 -3.456 -0.725
O 6.595 -4.289 -4.498 -0.331
C 5.764 -3.181 -4.640 -0.746
C 5.127 -3.212 -6.123 0.519
C 6.245 -2.996 -7.139 -1.226
N 4.122 -2.131 -6.277 -0.590
H 7.954 -3.269 -3.353 0.328
H 8.311 -4.946 -3.721 0.236
H 7.055 -4.652 -2.546 0.277
H 4.957 -3.428 -3.950 0.372
H 6.131 -2.210 -4.306 0.390
H 4.669 -4.170 -6.370 0.236
H 6.081 -3.528 -8.076 0.319
H 7.113 -3.496 -6.709 0.290
H 6.372 -1.931 -7.333 0.266
H 3.673 -2.167 -7.181 0.221
H 3.393 -2.051 -5.583 0.170
```

The calculation puts the energy relative to the best compared isomer or geometry (same formula, charge and spin) at 137.9 kcal/mol. For the HOMO energy, the calculation gives -8.93 eV. For the orbital gap, the calculation gives 9.2 eV. For the LUMO energy, the calculation gives 0.287 eV. Its spin multiplicity is 1. Its calculated total energy is -2311.6349 Ha. As for the SMILES: COC[C@H](C)N.COC[C@H](C)N.COC[C@H](C)N.COC[C@H](C)N.COC[C@H](C)N.COC[C@H](C)N.COC[C@H](C)N.COC[C@H](C)N.

---

2.
Formula: C32H88O36P8
Source: the Open Molecules 2025 dataset
Level of theory: wB97M-V/def2-TZVPD

XYZ file:
```
164
Properties=species:S:1:pos:R:3:mulliken_charge:R:1
C -4.661 2.285 -18.865 -0.556
O -4.931 1.619 -17.674 -0.277
P -5.176 2.172 -16.213 1.086
O -6.101 1.429 -15.333 -0.650
O -3.750 2.454 -15.563 -0.314
C -3.774 2.698 -14.202 -0.745
O -5.690 3.701 -16.371 -0.368
C -7.069 3.926 -16.567 -0.735
H -3.718 2.821 -18.972 0.275
H -5.505 2.972 -18.923 0.253
H -4.696 1.678 -19.770 0.245
H -2.801 2.442 -13.784 0.276
H -4.523 2.196 -13.590 0.326
H -3.806 3.763 -13.969 0.281
H -7.533 4.166 -15.611 0.293
H -7.696 3.203 -17.088 0.314
H -7.119 4.863 -17.121 0.295
C -13.183 -9.897 -23.184 -0.703
O -12.390 -8.963 -22.472 -0.279
P -10.971 -8.392 -23.038 1.036
O -10.115 -9.382 -23.678 -0.688
O -10.304 -7.554 -21.814 -0.249
C -9.842 -8.351 -20.742 -0.792
O -11.390 -7.273 -24.086 -0.316
C -12.273 -6.215 -23.726 -0.655
H -14.022 -9.410 -23.680 0.268
H -13.683 -10.549 -22.467 0.262
H -12.666 -10.479 -23.947 0.332
H -10.325 -8.197 -19.777 0.294
H -8.795 -8.215 -20.473 0.311
H -9.772 -9.421 -20.934 0.332
H -11.788 -5.660 -22.922 0.276
H -13.201 -6.515 -23.240 0.280
H -12.567 -5.513 -24.505 0.290
C -2.954 -2.063 -10.035 -0.773
O -1.842 -1.786 -10.874 -0.252
P -0.881 -2.969 -11.202 1.075
O -0.334 -3.747 -10.042 -0.674
O 0.315 -2.151 -11.949 -0.317
C 1.354 -2.902 -12.640 -0.695
O -1.532 -3.637 -12.516 -0.334
C -2.241 -2.872 -13.511 -0.767
H -2.759 -2.746 -9.209 0.344
H -3.770 -2.406 -10.671 0.305
H -3.445 -1.184 -9.618 0.260
H 1.830 -3.713 -12.089 0.308
H 2.071 -2.216 -13.090 0.260
H 0.901 -3.410 -13.492 0.279
H -1.875 -3.227 -14.475 0.320
H -2.298 -1.788 -13.415 0.368
H -3.299 -3.134 -13.520 0.294
C -10.424 9.715 -22.022 -0.703
O -10.269 8.342 -21.734 -0.313
P -10.508 7.763 -20.233 1.049
O -9.664 8.396 -19.181 -0.693
O -12.127 7.961 -20.063 -0.325
C -12.712 7.360 -18.888 -0.681
O -10.343 6.200 -20.451 -0.273
C -11.202 5.428 -21.302 -0.645
H -11.157 9.788 -22.826 0.277
H -9.467 10.202 -22.207 0.270
H -10.927 10.246 -21.214 0.309
H -13.643 6.853 -19.145 0.253
H -12.720 8.283 -18.309 0.289
H -12.026 6.655 -18.420 0.332
H -12.031 6.080 -21.575 0.313
H -11.549 4.590 -20.698 0.270
H -10.768 5.097 -22.245 0.272
C -15.679 -10.255 -14.391 -0.606
O -14.997 -10.760 -13.243 -0.254
P -13.482 -11.335 -13.220 0.919
O -13.186 -12.570 -14.020 -0.673
O -12.626 -10.046 -13.622 -0.215
C -11.225 -9.943 -13.485 -0.628
O -13.113 -11.423 -11.642 -0.341
C -13.545 -10.453 -10.708 -0.701
H -16.762 -10.351 -14.318 0.231
H -15.196 -10.785 -15.212 0.310
H -15.439 -9.210 -14.590 0.266
H -10.946 -9.877 -12.433 0.244
H -10.895 -9.008 -13.938 0.234
H -10.712 -10.769 -13.977 0.298
H -14.160 -9.591 -10.968 0.329
H -12.693 -10.160 -10.095 0.284
H -14.191 -11.021 -10.038 0.303
C -4.234 -10.178 -17.410 -0.763
O -5.049 -11.175 -17.879 -0.225
P -4.437 -12.631 -18.369 0.972
O -3.139 -12.599 -19.030 -0.661
O -4.443 -13.491 -17.035 -0.321
C -3.949 -14.776 -16.880 -0.714
O -5.544 -13.342 -19.288 -0.290
C -5.682 -12.962 -20.614 -0.603
H -4.455 -9.135 -17.634 0.295
H -3.197 -10.282 -17.729 0.324
H -4.149 -10.105 -16.325 0.303
H -3.733 -15.330 -17.793 0.305
H -4.597 -15.510 -16.401 0.295
H -3.193 -14.775 -16.095 0.299
H -5.435 -11.905 -20.721 0.289
H -6.716 -13.204 -20.859 0.245
H -5.106 -13.482 -21.379 0.249
C -8.794 -6.967 -7.824 -0.628
O -8.120 -7.379 -6.671 -0.345
P -8.586 -8.782 -5.947 1.017
O -10.022 -8.925 -5.595 -0.643
O -8.038 -9.793 -7.109 -0.327
C -8.295 -11.199 -7.013 -0.585
O -7.540 -8.966 -4.654 -0.288
C -7.683 -9.940 -3.711 -0.696
H -9.129 -5.948 -7.631 0.257
H -9.637 -7.612 -8.071 0.295
H -8.204 -7.095 -8.731 0.273
H -7.315 -11.671 -7.081 0.218
H -8.861 -11.525 -7.885 0.224
H -8.826 -11.355 -6.073 0.336
H -7.203 -9.697 -2.763 0.266
H -7.260 -10.889 -4.040 0.285
H -8.713 -10.016 -3.365 0.341
C -12.528 7.055 -12.486 -0.700
O -13.092 6.056 -13.318 -0.262
P -13.545 4.519 -12.830 1.054
O -14.073 3.704 -13.936 -0.688
O -12.214 3.969 -12.137 -0.316
C -11.754 2.746 -12.663 -0.710
O -14.536 4.689 -11.492 -0.314
C -15.784 5.301 -11.631 -0.701
H -11.510 7.238 -12.831 0.289
H -12.362 6.703 -11.468 0.302
H -12.969 8.050 -12.545 0.282
H -11.902 2.407 -13.688 0.358
H -12.333 2.014 -12.098 0.292
H -10.676 2.752 -12.508 0.250
H -15.874 5.935 -12.513 0.317
H -16.026 5.903 -10.756 0.264
H -16.538 4.541 -11.838 0.282
C -8.860 -1.757 -19.975 -1.256
C -8.133 -2.670 -19.014 -0.069
O -8.642 -2.491 -17.731 -0.271
C -8.448 -3.492 -16.791 0.764
C -9.018 -3.110 -15.494 -0.982
O -8.020 -4.660 -17.029 -0.598
H -9.930 -1.905 -19.831 0.338
H -8.649 -1.903 -21.034 0.369
H -8.816 -0.741 -19.582 0.313
H -8.383 -3.647 -19.427 0.237
H -7.058 -2.499 -19.072 0.289
H -8.343 -2.369 -15.064 0.248
H -9.039 -3.974 -14.830 0.318
H -10.008 -2.653 -15.488 0.302
C -14.917 -4.019 -6.100 -1.092
C -14.510 -4.467 -7.515 -0.235
O -14.643 -3.287 -8.395 -0.264
C -14.327 -3.359 -9.667 0.726
C -14.916 -2.237 -10.513 -0.938
O -13.631 -4.281 -10.196 -0.616
H -14.213 -3.358 -5.596 0.293
H -14.983 -4.926 -5.498 0.369
H -15.907 -3.568 -6.169 0.305
H -13.449 -4.701 -7.430 0.239
H -14.946 -5.399 -7.874 0.353
H -15.907 -2.543 -10.847 0.245
H -14.272 -2.044 -11.371 0.296
H -15.037 -1.306 -9.960 0.317
```

The calculation puts the energy relative to the best compared isomer or geometry (same formula, charge and spin) at 107.1 kcal/mol. For the HOMO energy, the calculation gives -10.24 eV. For the orbital gap, the calculation gives 10.4 eV. For the LUMO energy, the calculation gives 0.162 eV. Its spin multiplicity is 1. Its calculated total energy is -6712.0457 Ha. As for the SMILES: COP(=O)(OC)OC.COP(=O)(OC)OC.COP(=O)(OC)OC.COP(=O)(OC)OC.COP(=O)(OC)OC.COP(=O)(OC)OC.COP(=O)(OC)OC.COP(=O)(OC)OC.CCOC(C)=O.CCOC(C)=O.

---

3.
Formula: C32H89N3O14
Source: the Open Molecules 2025 dataset
Level of theory: wB97M-V/def2-TZVPD

XYZ file:
```
138
Properties=species:S:1:pos:R:3:mulliken_charge:R:1
C -0.935 23.428 25.494 -0.431
O -1.838 23.355 24.391 -0.384
H -0.997 24.369 26.041 0.268
H -1.095 22.606 26.190 0.102
H 0.099 23.443 25.150 0.295
H -2.736 23.367 24.729 0.206
C -10.494 23.551 24.689 -0.435
O -11.855 23.622 24.809 -0.662
H -10.118 24.057 23.799 0.340
H -9.929 23.715 25.606 0.126
H -10.418 22.509 24.376 0.242
H -12.282 22.960 25.357 0.417
C -6.400 14.272 25.301 -0.648
O -6.093 15.700 25.478 -0.377
H -5.552 13.825 25.821 0.244
H -7.324 14.039 25.830 0.274
H -6.529 14.019 24.249 0.228
H -6.808 16.175 25.907 0.380
C -3.508 16.489 22.035 -0.681
O -2.220 17.135 21.806 -0.463
H -4.144 16.576 21.154 0.290
H -3.274 15.429 22.131 0.404
H -4.061 16.758 22.935 0.192
H -1.620 16.564 22.291 0.286
C -6.910 20.811 25.648 -0.122
O -7.751 21.936 25.907 -0.335
H -6.594 20.720 24.609 0.122
H -5.991 20.736 26.229 0.311
H -7.439 19.902 25.933 -0.105
H -8.302 21.742 26.669 0.117
O -9.279 16.492 29.135 -0.647
H -9.217 17.418 29.370 0.297
H -9.080 16.025 29.946 0.286
O -8.555 25.183 28.898 -0.624
H -9.381 25.200 28.416 0.320
H -7.938 25.649 28.334 0.294
O -8.143 16.941 26.766 -0.697
H -8.583 17.770 26.582 0.232
H -8.370 16.745 27.675 0.375
O -8.784 22.507 29.719 -0.452
H -9.255 22.819 30.492 0.246
H -8.113 23.172 29.563 0.243
O -8.753 19.438 29.903 -0.590
H -9.160 19.874 30.652 0.248
H -8.042 20.023 29.642 0.249
O -3.948 24.373 25.900 -0.533
H -4.783 23.920 26.019 0.238
H -4.161 25.300 26.000 0.247
C -14.504 22.412 28.337 -1.996
C -13.289 21.490 28.282 1.793
C -13.363 20.651 29.617 -1.436
C -12.443 19.415 29.495 0.059
C -12.756 18.626 28.248 -1.360
C -12.561 19.475 26.934 1.819
N -13.417 20.679 27.063 0.072
O -13.433 21.430 25.866 -0.451
C -11.115 19.636 26.651 -0.822
C -13.201 18.547 25.852 -1.908
C -12.009 22.434 28.365 -1.413
H -15.393 21.798 28.475 0.513
H -14.723 23.125 27.542 0.318
H -14.358 22.890 29.305 0.410
H -13.129 21.157 30.553 0.515
H -14.318 20.208 29.899 0.389
H -12.605 18.759 30.351 0.561
H -11.405 19.741 29.560 -0.345
H -13.787 18.314 28.419 0.370
H -12.054 17.796 28.313 0.438
H -10.893 20.694 26.506 -0.237
H -10.450 19.361 27.469 -0.145
H -10.735 19.106 25.778 0.440
H -14.208 18.295 26.185 0.481
H -13.411 19.050 24.908 0.424
H -12.667 17.616 25.658 0.406
H -11.107 21.823 28.330 0.286
H -11.896 22.966 29.310 0.400
H -11.875 22.915 27.396 0.149
H -14.313 21.285 25.510 0.326
C -4.316 20.396 20.313 -2.065
C -5.322 21.643 20.470 1.605
C -5.166 22.159 21.939 -0.587
C -5.698 23.608 22.119 -0.519
C -5.050 24.521 21.158 -1.450
C -5.091 24.093 19.743 1.728
N -4.750 22.669 19.554 0.383
O -4.669 22.336 18.225 -0.507
C -6.424 24.471 19.133 -1.861
C -3.979 24.935 18.980 -1.949
C -6.707 21.234 20.089 -1.621
H -4.190 20.092 19.274 0.458
H -4.604 19.538 20.920 0.442
H -3.322 20.548 20.735 0.438
H -5.701 21.498 22.620 -0.248
H -4.146 22.034 22.304 0.323
H -5.618 23.828 23.183 0.405
H -6.756 23.724 21.882 0.217
H -4.027 24.779 21.435 0.392
H -5.495 25.506 21.298 0.466
H -6.648 25.527 19.284 0.439
H -6.549 24.168 18.093 0.395
H -7.203 23.976 19.712 0.375
H -4.316 25.005 17.946 0.445
H -4.097 25.923 19.425 0.428
H -2.980 24.628 19.290 0.476
H -7.048 20.316 20.567 0.424
H -7.010 21.223 19.042 0.237
H -7.377 21.897 20.635 0.405
H -3.750 22.455 17.972 0.351
C -1.701 20.049 24.723 -1.640
C -2.123 19.561 26.179 1.812
C -3.327 18.574 25.893 -1.077
C -3.787 17.873 27.227 -0.604
C -2.607 17.201 27.873 -1.247
C -1.318 18.057 28.161 1.490
N -1.017 18.938 26.952 0.298
O 0.114 19.755 27.031 -0.449
C -1.518 18.898 29.502 -1.568
C -0.158 17.041 28.470 -1.763
C -2.708 20.822 26.982 -1.352
H -2.547 20.452 24.168 0.236
H -0.859 20.737 24.787 0.404
H -1.266 19.249 24.123 0.395
H -4.202 18.958 25.369 0.307
H -3.057 17.702 25.298 0.180
H -4.195 18.639 27.886 0.188
H -4.664 17.244 27.078 0.411
H -2.426 16.397 27.159 0.360
H -3.041 16.651 28.708 0.497
H -2.363 19.557 29.301 0.334
H -0.706 19.549 29.827 0.343
H -1.901 18.226 30.269 0.420
H 0.824 17.505 28.564 0.343
H -0.144 16.181 27.801 0.409
H -0.385 16.426 29.341 0.399
H -3.027 21.549 26.235 -0.126
H -3.561 20.538 27.598 0.295
H -1.983 21.387 27.568 0.312
H -0.175 20.516 27.540 0.384
```

For the HOMO energy, the calculation gives -7.70 eV. For the orbital gap, the calculation gives 7.4 eV. For the LUMO energy, the calculation gives -0.349 eV. Its spin multiplicity is 1. Its calculated total energy is -2489.9165 Ha.